C42H66F18O30 | ωB97M-V/def2-TZVPD

Results
Multiplicity: 1
SMILES: CCOC(=O)C(F)(F)F.CCOC(=O)C(F)(F)F.CCOC(=O)C(F)(F)F.CCOC(=O)C(F)(F)F.CCOC(=O)C(F)(F)F.CCOC(=O)C(F)(F)F.COC(=O)OC.COC(=O)OC.COC(=O)OC.COC(=O)OC.COC(=O)OC.COC(=O)OC
E, eV: -154963.8662

Element x y z (Å)
C 2.877 -2.069 1.243
O 2.377 -3.295 0.887
C 2.549 -3.693 -0.370
O 3.087 -3.053 -1.229
O 2.017 -4.903 -0.654
C 1.269 -5.751 0.265
H 2.426 -1.858 2.177
H 2.578 -1.223 0.537
H 3.998 -2.034 1.357
H 0.966 -6.583 -0.301
H 0.505 -5.224 0.830
H 1.951 -6.132 1.066
C -4.008 -1.456 -0.405
O -5.168 -0.763 0.038
C -5.842 -1.373 1.051
O -5.360 -2.388 1.535
O -6.885 -0.597 1.413
C -7.880 -1.162 2.392
H -3.262 -1.513 0.401
H -3.693 -0.832 -1.245
H -4.319 -2.435 -0.830
H -7.431 -1.723 3.181
H -8.521 -1.835 1.793
H -8.315 -0.271 2.812
C -3.406 1.387 2.678
O -3.843 0.319 3.596
C -2.885 -0.092 4.474
O -1.740 0.320 4.484
O -3.293 -0.984 5.335
C -4.551 -1.659 5.312
H -3.048 2.228 3.248
H -4.248 1.668 2.135
H -2.583 1.110 1.968
H -4.821 -1.983 4.300
H -5.316 -1.013 5.637
H -4.518 -2.512 5.987
C 5.561 5.734 -1.781
O 4.693 4.797 -1.018
C 5.251 3.675 -0.578
O 6.472 3.515 -0.485
O 4.349 2.772 -0.303
C 4.756 1.506 0.201
H 6.174 5.279 -2.536
H 6.230 6.216 -1.086
H 4.774 6.439 -2.214
H 5.254 0.925 -0.583
H 3.846 0.961 0.484
H 5.394 1.587 1.074
C -4.171 -5.093 2.947
O -3.306 -4.064 3.442
C -2.181 -3.883 2.696
O -1.881 -4.554 1.767
O -1.427 -2.930 3.205
C -0.142 -2.734 2.709
H -4.424 -4.958 1.880
H -5.207 -5.002 3.492
H -3.742 -6.132 3.084
H 0.149 -3.529 2.021
H 0.477 -2.686 3.620
H -0.112 -1.697 2.215
C 0.600 2.589 1.283
O 0.116 1.225 1.056
C 0.599 0.630 -0.023
O 1.663 0.813 -0.577
O -0.261 -0.320 -0.408
C 0.172 -1.252 -1.437
H 0.111 2.951 2.227
H 0.142 3.167 0.417
H 1.685 2.605 1.133
H -0.506 -2.082 -1.358
H 1.188 -1.485 -1.103
H 0.284 -0.843 -2.461
C 5.759 -0.332 -2.841
C 4.723 -0.098 -3.902
O 5.280 0.642 -5.062
C 5.441 1.926 -4.725
O 5.162 2.435 -3.686
C 6.184 2.684 -5.866
F 7.057 3.503 -5.284
F 6.970 1.873 -6.601
F 5.412 3.375 -6.712
H 6.178 0.611 -2.557
H 6.521 -1.054 -3.081
H 5.365 -0.813 -1.950
H 3.832 0.527 -3.611
H 4.308 -1.022 -4.312
C 1.843 4.558 -3.256
C 1.672 3.119 -2.747
O 0.308 2.915 -2.269
C -0.621 2.969 -3.228
O -0.505 3.144 -4.396
C -2.005 2.637 -2.614
F -2.762 1.964 -3.525
F -1.928 1.795 -1.562
F -2.585 3.712 -2.070
H 1.163 4.903 -4.039
H 2.884 4.698 -3.623
H 1.655 5.250 -2.459
H 2.234 3.070 -1.808
H 2.019 2.464 -3.559
C -0.822 1.550 -8.579
C -0.395 0.951 -7.199
O 0.333 -0.289 -7.555
C 1.019 -0.910 -6.577
O 1.239 -0.540 -5.460
C 1.669 -2.218 -7.045
F 2.562 -1.983 -8.010
F 2.378 -2.791 -6.032
F 0.745 -3.054 -7.533
H 0.062 1.555 -9.219
H -1.150 2.605 -8.520
H -1.638 0.953 -9.015
H -1.177 0.652 -6.557
H 0.364 1.562 -6.687
C 0.199 -2.236 7.201
C 0.227 -0.742 6.901
O 1.144 -0.550 5.815
C 1.198 0.686 5.408
O 0.635 1.689 5.769
C 2.110 0.703 4.120
F 1.499 0.197 3.076
F 2.393 1.991 3.819
F 3.268 0.086 4.303
H 1.184 -2.665 7.497
H -0.189 -2.855 6.419
H -0.519 -2.444 8.064
H 0.539 -0.091 7.778
H -0.777 -0.430 6.566
C -1.828 2.577 7.221
C -1.155 3.674 6.385
O -2.219 4.588 5.960
C -1.877 5.623 5.248
O -0.806 5.946 4.902
C -3.133 6.477 4.843
F -3.784 6.037 3.785
F -3.953 6.523 5.894
F -2.765 7.699 4.616
H -2.272 3.146 8.046
H -0.941 1.966 7.484
H -2.662 2.046 6.683
H -0.685 3.315 5.474
H -0.464 4.269 7.034
C -1.578 -5.938 -2.695
C -0.901 -4.609 -2.717
O -1.141 -3.934 -3.986
C -2.373 -3.449 -4.139
O -3.280 -3.664 -3.397
C -2.436 -2.358 -5.211
F -2.394 -1.177 -4.455
F -1.431 -2.399 -6.143
F -3.553 -2.353 -5.893
H -1.293 -6.384 -1.777
H -1.175 -6.588 -3.462
H -2.673 -6.045 -2.671
H 0.134 -4.628 -2.642
H -1.268 -3.968 -1.889

***

C7H10N2O2S | ωB97M-V/def2-TZVPD

Results
Multiplicity: 1
ΔE to the lowest compared entry with this formula, charge and spin, eV: 3.2817
SMILES: NC[C@]1(c2cccs2)OC1=O.N
E, eV: -25328.8576

Element x y z (Å)
C -1.566 -1.400 -2.280
C -0.379 -1.138 -1.657
C -2.585 -0.864 -1.498
C -0.513 -0.580 -0.426
C 1.725 -1.369 0.388
C 0.082 0.145 1.858
C 0.479 -0.685 0.597
N 1.540 1.513 -0.313
N -0.168 -0.523 3.105
O 0.827 -2.135 0.962
O 2.771 -1.383 -0.126
S -2.137 -0.036 -0.106
H -1.670 -1.892 -3.211
H 0.563 -1.458 -2.027
H -3.561 -0.730 -1.915
H 0.892 0.869 1.814
H -0.749 0.701 1.609
H 1.893 2.497 -0.558
H 2.425 1.040 -0.334
H 1.289 1.019 -1.219
H -1.062 -1.076 2.970
H 0.560 -1.280 3.388

***

Highest occupied orbital energy in eV, matching the order above: -10.2915; -8.9758
Largest force on an atom in eV/A, matching the order above: 3.60; 3.40
Orbital gap in eV, matching the order above: 10.6; 9.3